Molecular formula: C37H25AsBrCl2NO2ReSe3Te
Method: DFT, the ωB97M-V functional and the def2-TZVPD basis

The geometry in XYZ format:
```
74
C37H25AsBrCl2NO2ReSe3Te | the Open Molecules 2025 dataset | the ωB97M-V functional and the def2-TZVPD basis
H -3.40714 0.22006 5.44294
H 3.41903 2.82215 -2.37601
Se 3.53651 -1.40879 4.03940
C 5.47200 -2.90719 -2.20943
N 0.43890 -2.16516 -0.13314
C -1.05400 -2.94165 3.04051
C -1.35187 -3.72726 0.35385
C 4.04245 -0.96979 -1.69298
C -2.59493 0.95703 -1.06681
C -0.85702 3.19034 0.16665
C -0.42211 -2.74931 0.74819
Se 2.13818 1.45693 1.97435
H -3.12170 3.01235 -1.40801
C 4.96045 -0.19954 -2.47281
C -1.28234 1.38077 3.08560
C -1.41359 -4.03672 -1.02363
H 6.79477 -0.12889 -3.58817
C 0.30898 4.99257 -0.90569
C 3.62559 1.77571 -2.18729
H 1.02323 -1.93468 -2.07658
C -1.95248 0.92249 1.95491
C 6.39998 -2.09918 -2.88553
H -0.34008 1.90853 2.98813
C 4.72727 1.17712 -2.70757
H -2.11688 -4.78074 -1.36973
C 0.02126 3.64083 -0.81386
C -2.82333 -0.37144 -1.41582
H 0.99856 5.34729 -1.65980
C 2.94406 -0.30576 -1.02771
C -3.78307 -0.67387 -2.36689
C -0.58793 -3.38571 -1.89771
Re 1.70986 -0.65651 0.70412
Se 3.48806 -1.89472 1.78235
H -2.14686 3.73162 1.80209
C -0.28131 5.88762 -0.02352
C -4.50183 0.34758 -2.97559
C 0.34057 -2.44849 -1.41478
C -3.65689 -0.05071 3.33421
Br 3.13465 -3.66670 -0.96994
C -3.13633 0.20282 2.07285
H -0.04833 6.94187 -0.08945
H 0.47684 2.93555 -1.49761
C -2.14061 -4.31034 1.37352
C -4.26449 1.66983 -2.63449
H -3.96732 -1.70517 -2.63759
H -0.61646 -3.59371 -2.95742
H -3.66110 -0.14803 1.19246
H -2.54645 -4.42707 3.45570
H -4.57389 -0.61557 3.43378
C 4.34319 -2.36299 -1.66118
H 1.94090 1.56404 -0.91090
H -4.82046 2.46279 -3.11646
C -0.31369 -2.26473 2.08493
H 7.29417 -2.53950 -3.30278
C 2.76552 1.02896 -1.36030
C -1.81728 1.13602 4.33792
H 5.43719 1.72613 -3.31359
O 0.06823 0.40279 -0.26118
C -3.00242 0.42332 4.46060
C -3.30906 1.97945 -1.67550
H -5.24716 0.11016 -3.72230
H -2.24724 -1.16439 -0.95244
H -1.29076 1.47573 5.21978
H -1.62550 6.13739 1.62926
As -1.23777 1.31900 0.23057
C -1.16726 5.43697 0.94373
H 5.63175 -3.97323 -2.14085
C 6.12552 -0.77494 -3.03452
O 0.46201 -1.25277 2.30671
Cl -0.83022 -2.56676 4.71224
Cl -3.31610 -5.52538 0.96324
C -1.46111 4.08442 1.04136
Te 2.23555 0.86300 4.38112
C -1.96885 -3.94385 2.68052
```

For the LUMO energy (spin up / spin down), the calculation gives -1.1 / -1.1 eV. As for the orbital gap (spin up / spin down): 5.534 / 5.414 eV. As for the net charge: 0. The energy relative to the best compared isomer or geometry (same formula, charge and spin) is 0.0 kcal/mol. As for the spin multiplicity: 2.



Molecular formula: C37H25AsF5O2PtSeTe
Method: DFT, the ωB97M-V functional and the def2-TZVPD basis

The geometry in XYZ format:
```
73
C37H25AsF5O2PtSeTe | the Open Molecules 2025 dataset | the ωB97M-V functional and the def2-TZVPD basis
C -0.58303 4.86048 -0.46310
C -0.13293 1.59846 -4.06900
F -0.29644 4.42640 3.09869
C 2.92221 -0.33107 -1.59509
F 1.53304 6.34104 2.70310
F 1.99736 7.29618 0.20579
H 1.12605 -1.87743 0.16419
C -5.19974 -0.11545 0.72407
C 1.91313 -0.77906 4.50420
H -2.45281 -5.19291 -0.62586
C 3.77376 -1.86640 0.05225
C 0.63179 -3.96043 0.03768
C 1.66736 -3.36637 3.54978
H 3.61460 -1.22800 2.09721
C -3.81689 -0.21159 0.68878
Pt -0.17187 1.15758 1.13823
H 1.56281 -4.37552 3.16776
H 0.01686 -1.57379 -5.25190
H 1.63982 -4.28120 0.27078
H 0.38685 0.76271 -5.97396
C 2.82210 0.23233 0.73827
C -0.11579 4.86985 1.85195
C 0.35977 5.84659 -0.67464
H -3.34320 0.08192 -2.65588
C -0.53809 -1.02993 -3.25457
C -5.24915 0.11912 -1.66800
C -0.53255 1.33335 -2.76673
H 2.01610 0.23399 4.87369
O 1.06627 2.39112 -0.20093
H 4.24034 -2.81203 0.30348
C 0.83952 5.85233 1.66452
H 2.73186 -0.04968 -2.62349
C 0.34708 -2.60433 -0.03070
H 3.76687 -2.24452 -2.06327
C -3.86428 0.01839 -1.70841
Se -2.06822 2.89821 1.03789
Te -0.78140 0.29305 3.48752
C 3.42795 -0.97756 1.06028
H -5.80467 0.25920 -2.58702
C -5.91667 0.05035 -0.45394
H -0.22903 -2.73852 2.77595
C 1.97378 1.90860 -0.97384
C -1.66532 -4.46711 -0.46440
H -0.67703 -2.05515 -2.93352
C -0.84999 4.34280 0.79710
H -0.15546 -5.95137 -0.11482
F -1.22974 4.40018 -1.53929
C 2.92056 -1.70576 4.74082
C 3.50975 -1.54591 -1.27573
F 0.58978 6.32268 -1.90332
C 0.06002 0.55496 -4.96232
C 1.07932 6.34185 0.39521
C 2.57261 0.56688 -0.59007
H 0.05877 2.62073 -4.36661
C -0.93927 -2.17699 -0.33377
C 2.80290 -3.00410 4.26162
H -3.25298 -0.31881 1.61020
H -6.99585 0.13609 -0.42375
C -0.73461 0.01826 -2.36052
H 2.56553 0.93371 1.52448
O 2.39544 2.45474 -1.98800
C -0.14349 -0.75842 -4.55686
H -0.64768 2.14501 -2.05933
H -5.71563 -0.15658 1.67505
H 3.58971 -3.72662 4.44145
As -1.21731 -0.26973 -0.51012
H -2.95445 -2.77924 -0.77897
C -3.14799 -0.14989 -0.53022
C 0.65570 -2.44145 3.32573
C -1.94858 -3.11038 -0.54925
C 0.76621 -1.13361 3.79370
H 3.80266 -1.41000 5.29658
C -0.37408 -4.89222 -0.17679
```

For the LUMO energy (spin up / spin down), the calculation gives 2.4 / 1.6 eV. As for the orbital gap (spin up / spin down): 6.402 / 6.172 eV. As for the net charge: -1. The energy relative to the best compared isomer or geometry (same formula, charge and spin) is 0.0 kcal/mol. As for the spin multiplicity: 3.



Molecular formula: C37H25CoF5N2O3P2S2
Method: DFT, the ωB97M-V functional and the def2-TZVPD basis

The geometry in XYZ format:
```
77
C37H25CoF5N2O3P2S2 | the Open Molecules 2025 dataset | the ωB97M-V functional and the def2-TZVPD basis
S -1.21959 -0.02049 -2.68285
C 0.11327 0.49517 0.05590
C -2.90113 -5.55451 -0.78452
C 2.91210 -1.12442 -1.45064
F -4.56226 -4.98974 2.36265
H 3.25576 2.43530 -4.99643
N -4.45184 1.01939 0.05239
C 2.02886 -3.42781 -2.70994
C 3.34731 -3.33077 -2.29285
H 1.48765 -4.84678 0.75070
C -2.41957 -3.23580 -0.07325
H 1.67158 -4.33289 -3.18629
C -4.13685 3.32047 0.05908
H -7.00656 5.08929 0.00585
H 0.62246 2.91286 -0.84896
C -3.23228 -3.53994 1.05492
H 1.05678 0.28378 4.43187
C 2.54851 3.80723 -3.50280
Co -1.89791 -0.08306 0.02277
F -2.73337 -6.53927 -1.69586
H 3.63241 3.71453 4.42869
H 1.68921 4.92013 -1.88064
O -3.90386 -0.13456 0.07053
C 1.62618 -1.56928 1.61185
C -2.32469 -4.31938 -0.99295
O -1.83227 -2.13085 -0.26843
C 3.21278 -3.86732 1.58552
S -1.12495 -0.55268 2.65279
P 0.49038 -0.12171 1.56060
C 1.35567 1.57003 -2.32163
H 4.75814 -2.61613 2.39364
C 2.68482 2.55051 -4.08212
H -6.20250 2.75180 0.03986
C 1.11246 -2.78209 1.14630
H 2.43494 1.93228 5.66566
F -1.62391 -4.14689 -2.13327
H 0.08833 -2.81092 0.79223
C 3.73340 -2.66759 2.04348
C 1.58993 -1.20903 -1.88199
C 1.21978 2.83146 -1.75144
C -5.94264 4.88814 0.02052
C -3.67181 5.66656 0.04042
C 1.90001 -3.91911 1.12846
H 2.18995 0.46966 -3.96079
H 0.11905 -2.42797 -2.82017
H 3.36755 -0.58918 2.40322
F -4.21023 -7.02449 0.56360
H 4.02930 -4.15997 -2.44131
C 2.08792 1.44519 -3.49818
C -3.21280 4.35635 0.06031
C 1.80978 3.94377 -2.33621
H 3.25563 -0.22672 -0.94545
C 2.93843 3.04610 2.50931
F -3.48260 -2.58447 1.96149
H -2.16287 4.10573 0.07619
C -3.81406 -4.77520 1.25876
N -3.62175 1.99256 0.08225
C 2.94545 -1.52174 2.04666
C 1.60396 1.05225 3.89766
C -5.50611 3.57531 0.03977
C 3.04002 2.98319 3.89119
H 3.01071 4.67287 -3.96169
C -5.03015 5.94002 0.02096
C 2.36846 1.98131 4.58477
C 2.16983 2.11074 1.82647
H -2.95178 6.47599 0.04010
C 3.78977 -2.17412 -1.65967
C 1.15288 -2.36856 -2.50747
C -3.65610 -5.80462 0.34761
H 2.06795 2.15143 0.74878
O -2.31597 1.83854 0.14406
H -5.38028 6.96454 0.00403
H 3.45173 3.82606 1.95870
H 4.81222 -2.10186 -1.30982
P 0.42124 0.16548 -1.55004
H 3.82864 -4.75942 1.57438
C 1.49949 1.10533 2.51075
```

For the LUMO energy (spin up / spin down), the calculation gives 4.3 / 4.3 eV. As for the orbital gap (spin up / spin down): 5.999 / 6.131 eV. As for the net charge: -2. The energy relative to the best compared isomer or geometry (same formula, charge and spin) is 0.0 kcal/mol. As for the spin multiplicity: 2.